C5H9N3O | the ωB97M-V functional and the def2-TZVPD basis

The SMILES is CC(C)n1ncc(=O)[nH]1. The relative energy (zero: lowest compared OMol25 entry of this formula, charge and spin) is 71.35 kcal per mole. Its net charge is 0. The energy is -11846.314 eV. The calculation puts the HOMO energy at -0.3198 hartree. For the HOMO-LUMO gap, the calculation gives 0.34744 Eh.

Element x y z (Å)
O (-4.46, 0.50, 0.03)
N (-2.17, 0.71, 0.36)
N (-1.54, -1.45, -0.05)
N (-1.13, -0.25, 0.60)
C (0.34, 0.28, 0.50)
C (-3.35, 0.05, 0.06)
C (1.42, -0.82, 0.65)
C (-2.78, -1.26, -0.32)
C (0.54, 0.95, -0.86)
H (1.21, -1.39, 1.58)
H (1.31, -1.49, -0.17)
H (2.41, -0.37, 0.48)
H (0.49, 0.23, -1.76)
H (0.46, 0.88, 1.38)
H (-2.03, 1.56, 0.73)
H (-0.08, 1.98, -0.95)
H (-3.27, -2.16, -0.63)
H (1.60, 1.20, -0.92)